C17H29N2Rh | ωB97M-V/def2-TZVPD

Computed properties:
**E_LUMO (alpha / beta)**: -5.674 / -9.055 eV
**Total charge**: +2
**<S²>**: 6.009
**2S+1**: 5
**Orbital gap (alpha / beta)**: 7.75 / 7.62 eV

Last column: natural (NBO) charge in e.
Atoms and positions in Å:
1 C 0.626 0.050 -2.427  -0.50
2 H -0.361 0.390 -2.801  0.24
3 H 1.386 0.695 -2.885  0.21
4 H -1.575 0.759 2.007  0.46
5 C 0.836 -1.428 -2.758  -0.45
6 H 1.763 -1.771 -2.277  0.21
7 H 0.017 -1.994 -2.292  0.20
8 C 0.872 -1.713 -4.264  -0.60
9 H 1.005 -2.783 -4.439  0.24
10 H -0.066 -1.405 -4.737  0.22
11 H 1.699 -1.181 -4.744  0.22
12 C 0.823 0.704 1.565  -0.05
13 C 1.679 -0.152 0.796  -0.08
14 C 2.205 0.632 -0.280  0.00
15 C 1.539 1.904 -0.283  -0.07
16 C 0.670 1.941 0.865  -0.06
17 C -0.161 3.121 1.244  -0.64
18 C 1.779 3.030 -1.235  -0.64
19 C 3.377 0.254 -1.137  -0.65
20 C 2.029 -1.566 1.126  -0.65
21 C 0.410 0.387 2.971  -0.67
22 Rh 0.121 0.425 -0.465  0.81
23 H 0.903 3.679 -1.273  0.24
24 H 2.640 3.634 -0.928  0.27
25 H 1.978 2.647 -2.237  0.24
26 H -0.584 3.578 0.345  0.25
27 H -0.983 2.835 1.904  0.21
28 H 0.437 3.883 1.757  0.28
29 H -0.082 -0.590 3.038  0.23
30 H 1.295 0.340 3.621  0.28
31 H -0.247 1.157 3.388  0.23
32 H 2.316 -2.110 0.221  0.25
33 H 2.861 -1.621 1.837  0.27
34 H 1.168 -2.078 1.569  0.23
35 H 3.228 0.547 -2.176  0.24
36 H 4.283 0.762 -0.780  0.27
37 H 3.558 -0.822 -1.086  0.24
38 C -3.937 -2.897 0.889  -0.42
39 N -3.573 -1.555 1.315  -0.28
40 C -4.441 -0.625 1.899  -0.02
41 C -3.708 0.469 2.198  -0.04
42 N -2.404 0.205 1.777  -0.49
43 C -2.345 -1.034 1.278  0.25
44 H -3.965 -3.593 1.740  0.25
45 H -4.929 -2.883 0.424  0.25
46 H -3.202 -3.266 0.163  0.24
47 H -5.485 -0.838 2.049  0.27
48 H -3.987 1.410 2.638  0.27
49 H -1.465 -1.534 0.882  0.25